No. 1
{"formula": "C2H7N2O", "method": "ωB97M-V/def2-TZVPD", "homo_ev": [-15.12, -15.13], "e_tot_ha": -264.6736, "relative_energy_kj_mol": 676.23, "total_charge": 1, "e_lumo_ev": [-7.02, -7.01], "elements": ["C", "C", "N", "N", "O", "H", "H", "H", "H", "H", "H", "H"], "xyz": [[2.260219, -0.909991, -0.621531], [-2.115987, 0.419076, 0.710574], [1.382793, 0.004983, 0.110744], [-0.738331, 0.846793, 0.474566], [0.190760, -0.156875, -0.146870], [3.034035, -0.464058, -1.204478], [1.739273, -1.453831, -1.305470], [2.777661, -1.617713, 0.187779], [-2.687439, 1.167832, 1.194420], [-2.705267, 0.233297, -0.193605], [-2.209406, -0.505394, 1.260118], [-0.308403, 1.728368, 0.646638]], "forces_ev_per_angstrom": [[0.7764, -0.9683, 3.3028], [0.1096, -1.4473, -1.5769], [0.5465, 0.6461, -0.2419], [0.3849, -2.3917, -0.7953], [-1.5010, 1.5816, 1.0312], [0.7116, 1.2835, 0.2817], [-1.8287, -1.9383, -1.6443], [-1.1045, 1.6238, -1.5135], [0.1615, 1.1420, 0.8379], [0.5468, 0.1857, -0.3892], [0.4526, -0.0963, 0.5809], [0.7444, 0.3792, 0.1266]], "mulliken_charge": [-0.6641, -0.6780, 0.0106, -0.0718, 0.1133, 0.3132, 0.4067, 0.2958, 0.3365, 0.3020, 0.2918, 0.3440]}


No. 2
{"formula": "C2H7N2O", "method": "ωB97M-V/def2-TZVPD", "multiplicity": 2, "homo_ev": [-22.43, -20.46], "e_tot_ha": -264.1376, "relative_energy_kj_mol": 682.43, "total_charge": 2, "e_lumo_ev": [-9.80, -14.81], "elements": ["N", "C", "C", "N", "O", "H", "H", "H", "H", "H", "H", "H"], "xyz": [[1.494776, 0.548826, 0.769576], [0.962924, -0.470875, -0.131388], [-0.610916, -0.162439, -0.241395], [-1.314875, -1.144738, 0.314350], [-0.893552, 0.917253, -0.796999], [2.530428, 0.676007, 0.614715], [1.149695, 1.427769, 0.384076], [0.608603, 3.207138, -0.644295], [1.132660, -1.384549, 0.374311], [1.579338, -0.451247, -1.103240], [-0.940639, -1.627567, 1.184681], [-2.283015, -1.214310, 0.214951]], "forces_ev_per_angstrom": [[2.0351, 0.5249, -4.4401], [-0.2062, 1.7076, 1.0277], [1.1846, -2.0795, 0.7995], [2.1816, 0.9447, 0.8658], [-0.3807, -0.6182, -0.0466], [-0.2659, -0.7485, 1.6977], [-0.9252, 1.3392, 1.3468], [-0.0995, -0.1560, -0.1050], [-0.0129, -1.6070, 0.0404], [-0.9717, 0.0953, 0.8233], [-0.3092, 0.3698, -1.8015], [-2.2302, 0.2277, -0.2080]], "mulliken_charge": [-0.0395, -0.4540, 0.7454, -0.2799, -0.1179, 0.4082, 0.1246, 0.2812, 0.3342, 0.4026, 0.3013, 0.2938]}


No. 3
{"formula": "C2H7N2O2", "method": "ωB97M-V/def2-TZVPD", "homo_ev": -15.78, "e_tot_ha": -340.0024, "relative_energy_kj_mol": 466.57, "total_charge": 1, "e_lumo_ev": -5.00, "elements": ["C", "C", "N", "N", "O", "O", "H", "H", "H", "H", "H", "H", "H"], "xyz": [[2.355629, 0.495789, -0.230097], [1.113833, 0.746177, 0.504979], [-1.256162, 0.650925, -0.183563], [-0.021188, 0.758738, -0.025319], [-2.007470, 1.517440, -0.541777], [-2.387481, -1.758443, 0.225102], [2.847604, -0.387391, 0.189363], [2.193165, 0.363271, -1.295807], [3.047119, 1.324785, -0.062611], [-3.341978, -1.695292, 0.075284], [1.201382, 0.943518, 1.577101], [-1.657766, -0.376676, -0.053745], [-2.086689, -2.582840, -0.178904]], "forces_ev_per_angstrom": [[0.3985, -0.0292, -0.4527], [0.0182, 0.1141, 0.7633], [-1.0772, -1.0474, 0.3556], [0.6438, 0.0533, -0.7076], [0.1713, 0.2696, 0.0255], [0.0734, 0.3558, -0.1263], [-0.0860, 0.0136, 0.0422], [-0.0179, -0.0253, 0.0083], [-0.0421, 0.0385, 0.0414], [0.0986, -0.1476, 0.0372], [-0.2102, 0.0262, 0.0030], [0.1399, 0.3491, -0.0126], [-0.1103, 0.0294, 0.0225]], "mulliken_charge": [-0.9628, 0.1799, 0.3430, 0.1119, -0.4175, -0.7096, 0.3220, 0.2915, 0.3255, 0.3584, 0.4139, 0.3857, 0.3580]}


No. 4
{"formula": "C2H7N2O2", "method": "ωB97M-V/def2-TZVPD", "multiplicity": 3, "homo_ev": [-8.47, -16.04], "e_tot_ha": -339.8518, "relative_energy_kj_mol": 234.45, "total_charge": 1, "e_lumo_ev": [-3.90, -6.12], "elements": ["C", "C", "N", "N", "O", "O", "H", "H", "H", "H", "H", "H", "H"], "xyz": [[-0.526594, -0.229866, -0.548555], [0.107901, 0.893414, 0.260467], [-1.813819, -0.630556, -0.149585], [1.236896, 0.333352, 1.046892], [-1.707744, 0.198119, -1.327458], [0.407699, -1.027578, -1.115768], [-0.655223, 1.333179, 0.905504], [0.473105, 1.652781, -0.433821], [-2.099092, -1.573725, -0.422531], [0.894173, -0.141505, 1.893251], [1.903543, 1.064834, 1.325325], [1.717474, -0.363954, 0.447330], [0.061682, -1.508494, -1.881052]], "forces_ev_per_angstrom": [[-2.3930, 1.4807, -0.3382], [-0.8065, -0.0111, -0.7781], [0.4959, -7.8979, 8.3420], [0.3853, -0.1477, 0.0498], [2.9854, 6.5707, -8.6575], [-0.3138, 0.3414, 0.0499], [0.2822, -0.0982, 0.0792], [0.1557, -0.1091, 0.1288], [-0.7118, 0.0085, 0.9161], [0.0904, -0.0110, -0.1629], [-0.1193, -0.2516, -0.0226], [-0.0154, 0.2643, 0.3793], [-0.0352, -0.1390, 0.0142]], "mulliken_charge": [0.7174, -0.6335, -0.3694, -0.3127, -0.3196, -0.5147, 0.2981, 0.3123, 0.3080, 0.4134, 0.3586, 0.3666, 0.3756]}


No. 5
{"formula": "C2H7N2O2", "method": "ωB97M-V/def2-TZVPD", "multiplicity": 3, "homo_ev": [-11.23, -15.33], "e_tot_ha": -339.9030, "relative_energy_kj_mol": 99.99, "total_charge": 1, "e_lumo_ev": [-3.37, -8.29], "elements": ["C", "C", "N", "N", "O", "O", "H", "H", "H", "H", "H", "H", "H"], "xyz": [[1.008119, 0.032306, -0.057898], [-0.317184, 0.791583, 0.177930], [1.218017, -1.255552, 0.035855], [-1.482385, 0.075656, -0.359151], [0.116156, -1.891799, 0.527123], [2.009371, 0.867066, -0.348302], [0.034384, 1.653635, -0.406268], [-0.399968, 1.141215, 1.266627], [1.974222, -1.831816, -0.236634], [-2.223111, 0.387617, 0.154628], [-0.750098, -1.297122, 0.466708], [-1.718836, 0.241267, -1.389295], [2.899691, 0.547574, -0.375420]], "forces_ev_per_angstrom": [[-1.9774, 7.6110, -0.6484], [2.4551, 0.2171, -0.5647], [-3.4409, -6.6526, 2.4105], [2.0071, -0.6987, -1.6550], [2.4396, 0.0144, -0.6138], [-0.2928, 0.5325, 0.0224], [-1.0728, 0.4320, 0.2900], [-0.4339, -0.7628, -1.3973], [0.7248, -0.9690, -0.4025], [-2.8604, 0.7909, 1.4625], [0.6110, 0.4250, -0.9616], [0.8756, -0.3270, 1.9543], [0.9652, -0.6128, 0.1036]], "mulliken_charge": [0.1755, -0.2872, 0.1253, -0.5654, -0.2061, -0.4017, 0.2599, 0.2974, 0.2388, 0.2342, 0.5282, 0.2630, 0.3381]}


No. 6
{"formula": "C2H7N2O3S", "method": "ωB97M-V/def2-TZVPD", "homo_ev": -3.07, "e_tot_ha": -813.7923, "relative_energy_kj_mol": 146.27, "total_charge": -1, "e_lumo_ev": 4.11, "elements": ["C", "C", "N", "N", "O", "O", "O", "S", "H", "H", "H", "H", "H", "H", "H"], "xyz": [[-1.132829, -1.436883, 0.677320], [-0.097334, -0.242387, 0.664640], [0.118728, 2.187730, 0.333402], [-0.742191, 1.056064, 0.462453], [0.297683, 0.350830, -2.206675], [1.326392, -1.810226, -1.473618], [2.515560, 0.303272, -1.094178], [1.243957, -0.367299, -1.415064], [-1.631667, -1.541346, -0.279088], [-1.909743, -1.201965, 1.473783], [-0.509835, -2.217762, 1.021987], [0.421398, -0.281872, 1.608106], [0.633534, 2.242282, -0.499848], [0.711024, 2.012220, 1.161621], [-1.244676, 0.947342, -0.434840]], "forces_ev_per_angstrom": [[0.1726, 3.1993, 0.9655], [-0.2530, 0.0922, -2.9629], [-0.8463, -0.0980, 3.1743], [-1.2310, -1.2029, -0.9575], [-0.6927, 0.6064, -1.7203], [0.1095, -0.3597, -1.3901], [-0.7522, -0.2031, -1.0327], [0.1147, -0.5078, 6.4886], [0.1582, -0.4579, -0.1390], [0.6973, -0.3305, -0.8199], [0.1196, -1.4947, -0.1493], [0.7205, 0.2694, 0.2170], [1.1871, -0.7442, -1.3170], [0.2165, 0.8708, -1.0454], [0.2790, 0.3607, 0.6887]], "mulliken_charge": [-1.2237, -0.3250, -0.5886, -0.3779, -0.5503, -0.5781, -0.5772, 0.9929, 0.2898, 0.3531, 0.3506, 0.3153, 0.3149, 0.2652, 0.3389]}


No. 7
{"formula": "C2H7N2OP", "method": "ωB97M-V/def2-TZVPD", "smiles": "C=CP(N)(N)=O", "homo_ev": -8.95, "e_tot_ha": -606.4619, "relative_energy_kj_mol": 241.91, "total_charge": 0, "e_lumo_ev": 0.49, "elements": ["C", "C", "N", "N", "O", "P", "H", "H", "H", "H", "H", "H", "H"], "xyz": [[0.505102, -0.363868, -2.130617], [0.454598, -0.715459, -0.889136], [0.744820, -0.333538, 1.704940], [-1.665170, 0.065384, 1.047818], [0.081789, 2.138567, 0.082709], [-0.046467, 0.363288, 0.432873], [1.014321, -0.888115, -2.995561], [0.200640, 0.621117, -2.577844], [0.545443, -1.789065, -0.612313], [1.640410, -0.631526, 1.615282], [0.587938, 0.237466, 2.517943], [-2.240246, 0.326978, 0.198369], [-1.823179, 0.968772, 1.605537]], "forces_ev_per_angstrom": [[1.0448, 1.9294, -4.5803], [-1.1028, -1.8386, 1.7065], [-2.7192, 1.3474, 0.2911], [-0.0103, 2.4031, -1.6180], [-0.2886, -7.6690, 1.3960], [-0.9190, 6.9435, -0.5675], [-0.9475, -0.4009, 1.4501], [0.2727, -0.5757, 1.3491], [0.5577, 0.8747, -0.0212], [3.2327, -0.8044, -0.3613], [0.2315, -0.1278, 0.5530], [0.3680, -0.5640, 1.0442], [0.2799, -1.5177, -0.6415]], "mulliken_charge": [-0.4190, -0.3476, -0.5383, -0.7480, -0.6935, 0.8659, 0.2296, 0.2388, 0.3137, 0.2407, 0.2283, 0.3121, 0.3175]}


No. 8
{"formula": "C2H7N2P", "method": "ωB97M-V/def2-TZVPD", "smiles": "CC/N=P/N", "homo_ev": -8.64, "e_tot_ha": -531.2315, "relative_energy_kj_mol": 53.62, "total_charge": 0, "e_lumo_ev": 0.28, "elements": ["C", "C", "N", "N", "P", "H", "H", "H", "H", "H", "H", "H"], "xyz": [[-1.553162, 0.765352, -0.065711], [-0.760815, -0.557688, -0.477028], [0.608107, -0.572435, -0.271014], [3.112151, -0.351119, 0.253796], [1.607283, 0.502151, 0.436218], [-0.913859, 1.624810, -0.282078], [-2.525599, 0.721952, -0.667615], [-1.582565, 0.673743, 0.998644], [-0.953128, -0.839035, -1.525043], [-1.390659, -1.274070, 0.121830], [3.154614, -1.188859, -0.186739], [3.712764, -0.232115, 1.077377]], "forces_ev_per_angstrom": [[0.7143, -1.4089, -2.0918], [-3.0357, 1.1868, -0.1080], [3.2059, 1.4103, 2.0072], [-1.0071, 4.5559, 2.6332], [-0.7722, -3.5270, -1.7363], [-0.4562, 0.2125, -0.3694], [1.1557, 0.5497, 1.4056], [-0.8960, 0.3328, 0.7311], [-0.0528, 0.2157, 0.1785], [1.3363, -0.2636, -0.4209], [-0.0640, -3.0828, -1.4232], [-0.1281, -0.1813, -0.8060]], "mulliken_charge": [-1.0417, -0.3264, -0.2279, -0.4736, 0.1460, 0.3068, 0.3011, 0.3170, 0.2822, 0.2035, 0.2560, 0.2570]}


No. 9
{"formula": "C2H7N2P", "method": "ωB97M-V/def2-TZVPD", "smiles": "C1CPNN1", "homo_ev": -7.59, "e_tot_ha": -531.1775, "relative_energy_kj_mol": 195.27, "total_charge": 0, "e_lumo_ev": 1.09, "elements": ["C", "C", "N", "N", "P", "H", "H", "H", "H", "H", "H", "H"], "xyz": [[1.042284, -0.101589, 0.316350], [0.051490, -1.109614, -0.209388], [0.488360, 1.163496, -0.028061], [-0.951702, 1.107487, -0.267887], [-1.557738, -0.405092, 0.316189], [1.444336, -0.219096, 1.385123], [1.952270, -0.382436, -0.283549], [0.209865, -0.976901, -1.280125], [0.049948, -2.203244, 0.004850], [0.867089, 1.895536, 0.587930], [-1.366758, 1.836176, 0.316404], [-2.229448, -0.604720, -0.857837]], "forces_ev_per_angstrom": [[2.4842, -2.0074, 0.9550], [-0.8358, -1.2805, -0.2623], [1.2777, 1.0328, -0.1599], [0.0784, 1.7699, 0.9755], [0.2109, -0.2514, 0.5275], [-1.1821, 0.1520, -0.9696], [-0.3866, 0.9132, 0.3691], [-0.6474, -0.3351, -0.2011], [0.7921, 0.9326, 0.2661], [-1.1303, -0.3407, -0.3815], [0.1542, 0.0564, -0.2891], [-0.8154, -0.6418, -0.8298]], "mulliken_charge": [-0.3550, -0.6822, -0.2899, -0.3768, -0.0080, 0.2666, 0.1964, 0.3136, 0.3958, 0.2577, 0.2672, 0.0146]}


No. 10
{"formula": "C2H7N2P2", "method": "ωB97M-V/def2-TZVPD", "homo_ev": [-12.30, -11.99], "e_tot_ha": -872.2018, "relative_energy_kj_mol": 384.36, "total_charge": 1, "e_lumo_ev": [-5.03, -5.21], "elements": ["C", "C", "N", "N", "P", "P", "H", "H", "H", "H", "H", "H", "H"], "xyz": [[1.510629, 0.336049, -0.181864], [-0.896047, -0.404828, 0.517687], [2.618120, 0.466569, -0.720213], [-1.227285, -0.733708, -0.925439], [0.871429, -1.063267, 0.880319], [-0.878979, 1.528836, 0.455806], [-1.723296, -0.932384, 0.971809], [2.916345, 1.320997, -0.945197], [-1.115113, -1.725305, -1.112377], [-0.296233, -0.394754, -1.476232], [-1.961948, -0.098628, -1.263101], [0.905121, -0.175173, 1.962654], [-0.722747, 1.875595, 1.836147]], "forces_ev_per_angstrom": [[0.8581, 0.3983, -0.0320], [0.1636, 0.4326, -0.4176], [-3.6225, -4.1795, 2.4547], [5.0607, 1.8632, -1.4907], [-1.0458, 0.1895, -0.3148], [0.7593, -0.8974, -0.3057], [0.0651, 0.2102, 1.2247], [1.7030, 4.4056, -1.6808], [-1.4953, -0.3780, -0.2556], [-2.5671, -0.3286, 1.0567], [-0.4097, -1.0717, -0.3071], [0.3046, -0.1390, 0.3857], [0.2262, -0.5051, -0.3175]], "mulliken_charge": [0.0355, -0.5467, -0.3398, -0.4912, 0.0730, 0.0575, 0.5360, 0.3071, 0.3810, 0.3940, 0.3694, 0.1253, 0.0989]}